1.
Density functional theory data (ωB97M-V/def2-TZVPD) for a cluster of 2 separate species, C6H11FNO3P in total in a non-equilibrium geometry.

Properties
* 2S+1: 1
* HOMO-LUMO gap (spin up / spin down): 8.018 / 8.019 eV
* highest occupied orbital energy (spin up / spin down): -8.295 / -8.296 eV
* E: -956.7514 Eh
* net charge: 0

```
23
Properties=species:S:1:pos:R:3:lowdin_charge:R:1
C -0.0084 1.1745 -0.5130 -0.1688
C 1.3009 0.4486 -2.3351 -0.2790
C -1.4513 -0.6717 -0.5996 -0.0380
C 0.1862 -1.8893 1.7390 -0.2183
C -0.4063 0.0213 0.2420 -0.2928
C 0.7201 -1.0349 0.6173 -0.2846
N -0.0853 2.3479 -0.6272 -0.1388
O 1.5209 -0.6206 -2.8803 0.0172
O 0.0116 -1.0320 2.8602 -0.0956
O 1.1737 -2.0044 -0.3633 -0.0411
F 1.7463 1.6136 -2.9082 -0.0107
P -1.1671 3.7498 -0.0980 0.8373
H -1.0512 -1.2002 -1.4792 0.0900
H -2.0648 0.1313 -0.9838 0.0761
H -2.0103 -1.5127 -0.0204 0.1260
H -0.7053 -2.3973 1.5362 0.1031
H 0.8690 -2.5723 2.1519 0.1149
H -0.7313 0.1891 1.2019 0.1075
H 1.7386 -0.5972 0.9489 0.1833
H -0.1012 -1.6028 3.6922 0.1355
H 1.6010 -1.4706 -1.0394 0.0351
H -1.0495 4.3864 -1.3139 -0.1406
H -0.0364 4.5437 0.1719 -0.1176
```

=====

2.
Density functional theory data (ωB97M-V/def2-TZVPD) for a cluster of 2 separate species, C6H18N3 in total in a non-equilibrium geometry.

Properties
* 2S+1: 1
* HOMO-LUMO gap: 10.810 eV
* energy above the lowest of the compared OMol25 structures with the same formula, charge and spin: 15.76 kcal/mol
* highest occupied orbital energy: -13.760 eV
* E: -403.4555 Eh
* net charge: +1

```
27
Properties=species:S:1:pos:R:3:lowdin_charge:R:1
C -0.2803 1.0013 -2.8029 -0.3023
C 0.8255 0.0399 -3.2466 -0.1131
C -1.3789 0.3023 -2.0299 -0.1311
H -0.6730 1.5161 -3.6864 0.1067
H 0.0980 1.8893 -2.3252 0.0870
H 1.8208 0.4696 -3.1778 0.0657
H 0.8359 -0.9064 -2.7130 0.0494
H -1.9239 1.0274 -1.3984 0.0641
H -1.0700 -0.4245 -1.2864 0.0352
H 0.7818 -0.1729 -4.3166 0.0736
H -2.1935 -0.0751 -2.6459 0.0781
C 1.6422 -0.5446 1.4288 -0.1768
C 2.2867 -1.4818 0.4499 -0.0665
C -0.7760 0.1628 1.7203 -0.4925
N 0.1536 -0.6460 1.2757 0.0864
N -0.4560 1.3761 2.0348 0.2402
N -2.0420 -0.2367 1.7352 0.2244
H 1.9047 -0.7676 2.4568 0.1278
H 1.8657 0.5121 1.2771 0.1105
H 1.9111 -1.4918 -0.5687 0.0700
H 2.3587 -2.5019 0.8243 0.0901
H -0.1277 -1.5539 0.9400 0.1518
H 0.4943 1.6854 1.9937 0.1211
H -1.1491 2.0204 2.3746 0.1443
H -2.2521 -1.1588 1.4024 0.1335
H -2.7472 0.4592 1.8715 0.1309
H 3.3322 -1.1931 0.3431 0.0917
```

=====

3.
Density functional theory data (ωB97M-V/def2-TZVPD) for a cluster of 2 separate species, C5H16NO in total in a non-equilibrium geometry.

Properties
* 2S+1: 1
* HOMO-LUMO gap: 11.148 eV
* energy above the lowest of the compared OMol25 structures with the same formula, charge and spin: 26.65 kcal/mol
* highest occupied orbital energy: -14.484 eV
* E: -329.8384 Eh
* net charge: +1

```
23
Properties=species:S:1:pos:R:3:lowdin_charge:R:1
C -0.2394 -0.9609 -1.4472 -0.0827
C 0.5759 -0.9109 -0.1107 -0.1784
C 0.8527 0.4095 0.5323 -0.4447
C 1.9802 1.2417 -0.0375 -0.0800
C 1.2560 0.1203 2.0144 -0.0670
N -1.7172 -1.1539 -1.0498 0.1698
H -0.0991 -0.2100 -2.2141 0.1330
H -0.0490 -1.9782 -1.7773 0.1224
H 0.1325 -1.7188 0.4906 0.1233
H 1.5347 -1.3708 -0.3909 0.1350
H -0.0374 1.0460 0.5879 0.1230
H 2.0938 2.1325 0.5644 0.0849
H 2.9537 0.7115 -0.0010 0.0957
H 2.0674 1.2835 -1.1380 0.0855
H 0.3944 -0.1833 2.6039 0.0744
H 1.6023 1.0359 2.4970 0.0836
H 1.9777 -0.6959 2.0769 0.0904
H -2.2237 -0.3609 -0.6147 0.1087
H -1.7849 -1.9771 -0.4568 0.1585
H -2.3293 -1.2910 -1.8645 0.1717
H -2.6424 2.0279 -0.6374 0.0736
H -3.0997 1.4929 0.6563 0.0629
O -3.1990 1.3100 -0.2837 -0.0436
```

=====

4.
Density functional theory data (ωB97M-V/def2-TZVPD) for a structure of composition C4H7N2S in a non-equilibrium geometry.

Properties
* 2S+1: 1
* HOMO-LUMO gap (spin up / spin down): 7.984 / 7.985 eV
* energy above the lowest of the compared OMol25 structures with the same formula, charge and spin: 90.32 kcal/mol
* highest occupied orbital energy (spin up / spin down): -13.380 / -13.380 eV
* E: -663.9307 Eh
* net charge: +1

```
14
Properties=species:S:1:pos:R:3:lowdin_charge:R:1
C 1.9044 1.1987 0.3927 -0.1865
C 2.3733 0.1997 -0.4676 -0.3073
C -0.0295 -0.6803 0.1139 -0.2852
C -1.5222 -0.7682 0.3967 -0.2704
N 0.6147 1.0433 0.7277 0.0757
N -2.2913 -0.6287 -0.8432 0.0208
S 1.2637 -1.1430 -0.7543 1.1549
H 2.4752 2.1953 0.6018 0.1852
H 3.2757 -0.1631 -0.8088 0.0323
H -1.7901 -1.7110 0.9310 0.1380
H -1.8875 0.0517 1.0963 0.1413
H -2.2972 -1.3701 -1.5217 0.0838
H 0.0475 1.5282 1.4412 0.1379
H -2.1368 0.2475 -1.3055 0.0796
```

=====

5.
Density functional theory data (ωB97M-V/def2-TZVPD) for a cluster of 3 separate species, C19H41N4O7 in total in a non-equilibrium geometry.

Properties
* 2S+1: 1
* HOMO-LUMO gap: 5.766 eV
* highest occupied orbital energy: -10.938 eV
* E: -1493.5987 Eh
* net charge: +1

```
71
Properties=species:S:1:pos:R:3:lowdin_charge:R:1
N -0.0707 -1.5286 -0.1407 -0.0116
C -0.7480 -0.9306 -1.3548 -0.2281
C -0.6578 0.7030 -1.2587 -0.3062
O 0.7136 1.0094 -0.7508 -0.1160
C -1.6858 1.3634 -0.1187 -0.0559
C -3.2003 0.8682 -0.5638 -0.0247
C -3.8638 -0.4359 0.2478 0.1072
C -5.3366 -0.8277 -0.3605 -0.1267
N -6.0752 -2.0307 0.2310 0.0112
C -6.0015 -0.0018 -1.5949 0.0560
N -5.2666 1.1502 -2.1624 0.0587
N -4.0442 1.4474 -1.6609 0.0048
H -0.0693 -2.5632 -0.2768 0.0811
H -0.6235 -1.2536 0.7003 0.0571
H -0.1208 -1.2476 -2.3111 0.1421
H -1.8228 -1.3655 -1.5095 0.1044
H -0.7984 1.2311 -2.3040 0.1560
H 1.3743 0.6567 -1.4199 0.1287
H -1.5967 2.5494 -0.0725 0.1360
H -1.4184 0.8871 0.9433 0.1460
H -3.3068 -0.9908 1.1287 0.1321
H -5.9248 -2.0612 1.2835 0.1024
H -5.5025 -2.8580 -0.1168 0.1087
H -7.0507 -0.3027 -2.0327 0.1472
H -3.5716 2.2728 -2.1470 0.1892
C 2.5823 4.3521 0.4920 -0.0983
O 1.9668 4.8781 -0.6725 -0.1953
C 0.6099 4.4531 -0.8097 -0.2074
C -0.1877 5.4696 -1.6309 -0.1714
O -0.5808 6.6224 -0.8731 -0.1377
C 0.4684 7.5457 -0.5509 -0.1653
C 0.9548 8.3490 -1.7598 -0.1880
O 1.8453 7.5619 -2.5537 -0.2108
C 1.8912 7.9919 -3.9042 -0.1074
H 2.6271 3.2606 0.4426 0.0821
H 3.5994 4.7491 0.5508 0.0941
H 2.0389 4.6708 1.3875 0.0882
H 0.1410 4.3312 0.1725 0.1182
H 0.6202 3.4884 -1.3284 0.1019
H -1.1246 4.9931 -1.9394 0.1117
H 0.3327 5.7583 -2.5458 0.1206
H 1.2877 7.0453 -0.0336 0.1182
H 0.0265 8.2474 0.1652 0.1282
H 1.5096 9.2285 -1.4181 0.1273
H 0.0918 8.6730 -2.3522 0.1264
H 0.8986 7.9288 -4.3609 0.0850
H 2.5672 7.3341 -4.4530 0.0891
H 2.2680 9.0190 -3.9666 0.0901
C 1.4291 -9.2362 2.2135 -0.1062
O 2.0320 -7.9621 2.0558 -0.2089
C 2.0906 -7.5536 0.6882 -0.1897
C 2.1241 -6.0263 0.5880 -0.1678
O 0.8343 -5.4218 0.7575 -0.1532
C 0.3116 -5.4293 2.0931 -0.1741
C 1.0322 -4.4533 3.0265 -0.1962
O 2.2696 -5.0132 3.4716 -0.2041
C 3.2080 -4.0204 3.8520 -0.1046
H 2.0206 -10.0055 1.7094 0.0888
H 1.3836 -9.4635 3.2821 0.0914
H 0.4065 -9.2250 1.8227 0.0853
H 1.2275 -7.9355 0.1326 0.1247
H 3.0094 -7.9703 0.2616 0.1274
H 2.4361 -5.7618 -0.4282 0.1255
H 2.8578 -5.5856 1.2653 0.1191
H 0.2837 -6.4412 2.4990 0.1192
H -0.7291 -5.1000 1.9984 0.1179
H 0.4170 -4.2697 3.9131 0.1235
H 1.2023 -3.5066 2.5016 0.1169
H 3.4296 -3.3587 3.0089 0.0859
H 4.1316 -4.5166 4.1546 0.0921
H 2.8264 -3.4362 4.6969 0.0879
```

=====

6.
Density functional theory data (ωB97M-V/def2-TZVPD) for a structure of composition C2Cl3F2NS in a non-equilibrium geometry.

Properties
* 2S+1: 1
* HOMO-LUMO gap (spin up / spin down): 6.142 / 6.116 eV
* energy above the lowest of the compared OMol25 structures with the same formula, charge and spin: 89.89 kcal/mol
* highest occupied orbital energy (spin up / spin down): -8.870 / -8.859 eV
* E: -2109.3019 Eh
* net charge: 0

```
9
Properties=species:S:1:pos:R:3:lowdin_charge:R:1
C -1.3013 0.2214 0.1092 -1.2678
C 2.1619 0.0074 -0.2029 -0.7605
N -0.4953 -0.5122 -0.4365 0.0488
F 2.4496 0.9532 0.6611 0.0966
F 2.5192 0.4371 -1.4071 0.1048
S -3.0776 0.2559 0.4006 0.3721
Cl -0.9286 1.6252 1.1463 0.5037
Cl 2.4845 -1.5870 0.2599 0.8176
Cl -3.8124 -1.4010 -0.5306 0.0848
```